{"formula": "C11H14N2O4", "method": "ωB97M-V/def2-TZVPD", "symbols": ["C", "C", "C", "C", "C", "C", "C", "C", "C", "C", "C", "H", "H", "H", "H", "H", "H", "H", "H", "H", "H", "H", "H", "H", "H", "N", "N", "O", "O", "O", "O"], "xyz": [[1.195, 0.192, -0.688], [1.967, 1.661, -0.851], [-0.374, 0.149, -0.597], [-0.749, -1.226, -0.667], [-1.395, -1.702, 0.458], [-0.367, -2.224, -1.695], [-1.557, -3.050, 0.651], [-0.688, -3.601, -1.541], [-1.359, -3.987, -0.340], [0.870, 2.622, 1.393], [-0.443, 3.609, 1.441], [2.919, -0.650, 0.421], [0.905, -0.972, 1.093], [1.510, -0.195, -1.645], [-0.808, 0.550, 0.337], [-0.694, 0.780, -1.488], [-1.520, -1.290, 1.595], [-0.161, -1.752, -2.761], [-1.900, -3.554, 1.569], [-0.289, -4.418, -2.254], [-1.737, -5.617, 0.528], [2.142, 3.550, -0.123], [1.398, 3.060, 2.288], [0.336, 1.501, 1.649], [-1.938, 4.074, 2.538], [1.839, -0.263, 0.493], [1.779, 2.693, 0.173], [2.547, 1.960, -1.874], [-1.517, -5.261, -0.320], [-1.023, 3.852, 0.368], [-1.018, 3.608, 2.603]], "atomic_forces_ev_per_a": [[1.7, 3.5, 0.2], [-3.0, 1.6, 0.5], [1.7, 3.2, -1.9], [-0.8, -3.5, -0.6], [0.8, -0.5, 3.8], [-1.8, 1.5, -1.0], [-1.4, -3.1, 0.0], [0.9, 1.6, -0.4], [2.7, 3.3, -2.5], [-0.8, 0.3, 1.1], [-0.1, -3.3, -5.9], [-4.2, 0.7, 0.2], [4.6, 2.0, -2.3], [-0.1, -0.9, -0.3], [0.5, 0.3, -0.7], [0.0, -0.6, 1.1], [0.2, 0.6, -3.3], [0.4, -1.3, 2.4], [-0.1, 1.0, 0.0], [-1.1, 1.6, 1.1], [-0.4, -0.3, 0.9], [0.4, 1.5, -0.2], [0.1, -1.3, -0.7], [2.2, 3.4, -0.9], [2.3, -1.1, -0.1], [-0.9, -4.2, 3.3], [-2.0, -4.1, 0.7], [0.2, -0.5, 0.9], [-0.8, -3.6, 0.3], [1.2, 0.7, 2.6], [-2.2, 1.7, 1.7]], "lowdin_charge": [-0.356, -0.361, -0.154, -0.299, -0.091, 0.001, -0.064, 0.002, -0.396, -0.066, -0.523, 0.157, 0.214, 0.110, 0.095, 0.156, 0.171, 0.151, 0.120, 0.145, 0.112, 0.096, 0.107, 0.168, 0.191, -0.031, 0.071, 0.048, 0.097, 0.040, 0.088], "relative_energy_kcal_mol": 136.89, "gap_ev": 8.8, "e_tot_ha": -837.85851, "largest_force_ev_per_a": 6.77}

{"formula": "C4H6N2O", "method": "ωB97M-V/def2-TZVPD", "symbols": ["N", "C", "C", "N", "C", "O", "C", "H", "H", "H", "H", "H", "H"], "xyz": [[-2.183, 0.560, -0.492], [-0.863, 0.112, -0.295], [-0.419, -1.174, -0.416], [0.908, -1.221, -0.014], [1.324, 0.102, 0.273], [2.405, 0.456, 1.045], [0.230, 0.912, 0.105], [-2.830, -0.071, -0.034], [-2.295, 1.475, -0.074], [-0.940, -2.012, -0.861], [1.397, -2.095, -0.176], [3.075, 0.988, 0.602], [0.192, 1.968, 0.337]], "atomic_forces_ev_per_a": [[-0.1, 0.1, 0.0], [0.1, -0.1, -0.1], [-0.2, 0.3, -0.1], [0.4, 0.7, -0.1], [-0.8, -0.6, 0.3], [0.3, -0.9, -0.1], [0.0, 0.0, 0.0], [0.0, 0.1, -0.1], [-0.1, -0.1, -0.1], [0.3, 0.0, 0.3], [0.5, 0.8, 0.4], [-0.3, -0.2, -0.4], [0.1, -0.1, 0.1]], "lowdin_charge": [0.067, -0.367, -0.099, 0.069, -0.342, 0.038, 0.000, 0.081, 0.075, 0.113, 0.149, 0.105, 0.113], "relative_energy_kcal_mol": 33.35, "gap_ev": 8.3, "e_tot_ha": -340.74176, "largest_force_ev_per_a": 1.05, "smiles": "Nc1c[nH]c(O)c1"}

{"formula": "C23H16F2NO3S", "method": "ωB97M-V/def2-TZVPD", "symbols": ["C", "C", "C", "C", "C", "C", "C", "C", "C", "C", "C", "C", "O", "C", "C", "H", "H", "H", "H", "H", "H", "H", "H", "H", "H", "H", "F", "C", "F", "S", "N", "C", "O", "C", "C", "C", "C", "C", "C", "C", "O", "H", "H", "H", "H", "H"], "xyz": [[-6.028, -1.196, 5.980], [-5.323, 0.012, 5.821], [-3.974, -0.013, 5.500], [-3.270, -1.238, 5.278], [-1.951, -1.237, 4.735], [-0.970, -0.313, 5.281], [0.434, -0.786, 5.631], [1.465, 0.166, 5.623], [2.799, -0.219, 5.771], [3.111, -1.561, 6.015], [2.082, -2.495, 6.193], [0.750, -2.103, 5.999], [-1.214, 0.895, 5.514], [-3.997, -2.449, 5.549], [-5.339, -2.427, 5.922], [-7.113, -1.190, 6.063], [-5.853, 0.965, 5.881], [-3.424, 0.913, 5.319], [-1.679, -2.019, 4.009], [1.195, 1.209, 5.437], [3.590, 0.530, 5.675], [4.159, -1.868, 6.059], [2.337, -3.529, 6.447], [-0.066, -2.828, 6.084], [-3.460, -3.392, 5.397], [-5.879, -3.364, 6.089], [0.141, 0.669, -5.011], [0.184, 0.090, -3.752], [1.107, -0.921, -3.769], [0.513, 1.440, -2.598], [0.907, 0.577, -1.145], [2.242, 0.234, -0.777], [3.244, 0.462, -1.418], [2.073, -0.458, 0.527], [0.735, -0.489, 0.870], [0.290, -1.162, 2.004], [1.224, -1.933, 2.706], [2.596, -1.855, 2.400], [3.038, -1.077, 1.316], [-0.072, 0.165, -0.197], [-1.277, 0.304, -0.302], [-0.796, -0.319, -3.478], [-0.758, -1.088, 2.294], [0.890, -2.598, 3.512], [3.314, -2.407, 3.017], [4.092, -0.951, 1.068]], "atomic_forces_ev_per_a": [[0.2, -0.2, 0.1], [-0.1, -0.8, -0.1], [0.2, -0.1, 0.0], [-1.8, 0.3, -0.2], [1.8, 0.1, 0.6], [-1.1, -0.1, -0.9], [0.4, 0.1, 0.0], [0.2, -0.1, -0.3], [-0.3, -0.1, 0.0], [-0.1, 0.0, 0.0], [0.1, 0.3, -0.2], [0.0, -0.1, -0.2], [0.3, -0.4, 0.5], [0.5, 0.6, -0.3], [-0.1, 0.7, -0.5], [0.2, 0.0, 0.3], [0.1, -0.3, 0.0], [-0.2, -0.4, 0.1], [0.2, -0.2, 1.1], [0.0, -0.4, 0.0], [-0.2, -0.3, 0.1], [-0.3, 0.0, 0.2], [-0.2, 0.3, -0.1], [0.3, 0.3, 0.0], [-0.3, 0.2, 0.2], [0.2, 0.3, -0.1], [0.0, -0.5, 1.1], [-0.3, -0.5, -0.3], [-0.5, 0.9, 0.1], [1.0, -0.2, 1.0], [-0.5, 0.7, -1.7], [0.5, 0.2, -0.2], [-1.1, -0.2, 0.6], [0.6, -0.3, 0.3], [-0.4, -0.4, 0.5], [0.0, -0.1, -0.4], [0.2, 0.1, 0.0], [-0.2, 0.2, -0.3], [-0.2, -0.1, 0.1], [-1.1, 0.1, 0.2], [1.9, -0.2, -0.1], [0.2, -0.3, -0.5], [0.2, -0.2, 0.0], [0.2, 0.5, -0.3], [-0.3, 0.3, -0.3], [-0.2, -0.2, 0.1]], "lowdin_charge": [-0.151, -0.123, -0.050, -0.251, -0.096, -0.415, -0.164, -0.033, -0.100, -0.131, -0.109, -0.064, -0.055, -0.075, -0.138, 0.072, 0.087, 0.093, 0.070, 0.112, 0.095, 0.091, 0.095, 0.110, 0.090, 0.083, -0.023, -0.620, 0.017, 1.069, -0.255, -0.394, 0.103, -0.106, -0.087, 0.037, -0.037, -0.043, 0.008, -0.379, 0.108, 0.118, 0.111, 0.103, 0.106, 0.119], "gap_ev": 4.4, "total_charge": -1, "e_tot_ha": -1764.48848, "largest_force_ev_per_a": 1.95}

{"formula": "C31H29N3O", "method": "ωB97M-V/def2-TZVPD", "symbols": ["O", "C", "C", "C", "C", "C", "C", "C", "C", "C", "C", "C", "C", "C", "C", "C", "C", "C", "C", "C", "C", "C", "C", "C", "C", "C", "H", "H", "H", "H", "H", "H", "H", "H", "H", "H", "H", "H", "H", "H", "H", "H", "H", "H", "C", "C", "N", "C", "N", "C", "C", "N", "C", "H", "H", "H", "H", "H", "H", "H", "H", "H", "H", "H"], "xyz": [[-2.613, -2.502, 1.991], [-2.087, -1.960, 1.034], [-2.087, -0.498, 0.886], [-2.798, 0.325, 1.876], [-3.637, 1.359, 1.463], [-4.292, 2.140, 2.388], [-4.114, 1.913, 3.738], [-3.297, 0.883, 4.162], [-2.651, 0.091, 3.240], [-1.428, 0.077, -0.152], [-0.738, -0.697, -1.140], [0.041, -0.084, -2.093], [0.739, -0.765, -3.170], [0.124, -1.782, -3.913], [0.805, -2.439, -4.909], [2.117, -2.107, -5.187], [2.741, -1.101, -4.472], [2.062, -0.428, -3.483], [-0.808, -2.123, -1.037], [-1.436, -2.752, -0.015], [-1.434, -4.221, 0.050], [-1.701, -4.976, -1.091], [-1.669, -6.351, -1.043], [-1.361, -6.996, 0.137], [-1.097, -6.261, 1.276], [-1.142, -4.886, 1.237], [-3.793, 1.516, 0.409], [-4.949, 2.926, 2.058], [-4.620, 2.531, 4.461], [-3.166, 0.696, 5.215], [-2.039, -0.737, 3.557], [-1.412, 1.149, -0.235], [0.208, 0.974, -1.986], [-0.907, -2.025, -3.716], [0.317, -3.218, -5.472], [2.651, -2.625, -5.966], [3.767, -0.853, -4.681], [2.553, 0.334, -2.901], [-0.284, -2.719, -1.758], [-1.954, -4.467, -2.005], [-1.899, -6.922, -1.927], [-1.334, -8.073, 0.170], [-0.865, -6.766, 2.198], [-0.958, -4.303, 2.125], [2.252, 4.728, -1.011], [1.748, 3.278, -1.107], [2.313, 2.408, -0.173], [2.440, 2.910, 1.011], [3.025, 2.255, 2.102], [3.417, 3.200, 3.152], [2.848, 4.551, 2.688], [2.205, 4.247, 1.394], [1.992, 5.290, 0.387], [3.329, 4.748, -1.220], [1.787, 5.359, -1.781], [0.661, 3.248, -0.965], [1.931, 2.868, -2.110], [3.652, 1.466, 1.940], [4.507, 3.229, 3.242], [3.003, 2.882, 4.115], [3.622, 5.310, 2.543], [2.095, 4.956, 3.369], [2.652, 6.135, 0.612], [0.964, 5.655, 0.489]], "atomic_forces_ev_per_a": [[-0.1, -0.1, 0.2], [-0.2, -0.3, 0.3], [0.5, 0.7, -0.8], [-0.2, 0.1, 0.2], [0.3, -0.4, -0.1], [-0.1, 0.3, 0.1], [-0.1, 0.1, 0.2], [0.0, 0.1, 0.2], [0.2, -0.3, -0.3], [-0.5, -0.3, 1.0], [0.9, 0.7, -1.3], [-0.8, -0.6, 1.1], [0.3, -0.3, -0.4], [-0.1, 0.5, 0.3], [0.1, -0.2, -0.2], [0.1, -0.1, -0.2], [0.2, -0.1, -0.1], [-0.5, 0.1, 0.4], [-0.4, -0.8, 0.7], [0.5, 0.3, -1.0], [-0.1, -0.2, 0.1], [0.0, 0.4, 0.2], [0.0, -0.2, -0.2], [0.0, -0.3, 0.0], [0.0, -0.1, 0.1], [0.0, 0.4, 0.0], [0.0, 0.1, -0.2], [-0.1, 0.2, -0.1], [-0.1, 0.1, 0.1], [0.0, 0.0, 0.2], [0.1, 0.0, 0.1], [0.1, 0.3, 0.0], [0.0, 0.4, 0.0], [-0.2, 0.0, 0.0], [-0.1, -0.1, -0.1], [0.1, -0.1, -0.1], [0.2, 0.1, -0.1], [0.1, 0.2, 0.1], [0.2, -0.1, -0.1], [-0.1, 0.1, -0.2], [0.0, -0.1, -0.2], [0.0, -0.2, 0.0], [0.1, -0.1, 0.2], [0.0, 0.0, 0.1], [0.1, 0.1, -0.2], [-0.8, 0.9, -1.3], [0.8, -0.8, 2.7], [1.4, 0.6, -0.4], [-0.2, 0.1, -0.2], [-0.1, -0.3, -0.1], [-0.6, -0.1, -0.7], [0.4, -1.0, 0.1], [-0.2, -0.4, 0.2], [-0.1, -0.1, 0.1], [0.0, -0.1, 0.3], [-0.3, 0.3, -0.2], [0.0, 0.3, 0.0], [-0.6, 0.5, -0.3], [-0.1, 0.1, 0.1], [0.1, 0.2, -0.1], [0.0, 0.0, 0.1], [0.2, 0.0, 0.1], [0.0, -0.1, -0.1], [0.0, 0.0, -0.2]], "lowdin_charge": [0.091, -0.297, -0.081, -0.174, -0.036, -0.090, -0.096, -0.079, -0.024, 0.043, -0.191, 0.058, -0.209, -0.051, -0.078, -0.085, -0.081, -0.024, 0.037, -0.077, -0.170, -0.034, -0.089, -0.095, -0.078, -0.022, 0.111, 0.099, 0.098, 0.102, 0.113, 0.122, 0.100, 0.115, 0.105, 0.102, 0.103, 0.108, 0.110, 0.110, 0.100, 0.099, 0.102, 0.113, -0.157, -0.300, 0.052, -0.366, 0.048, -0.159, -0.122, -0.055, -0.161, 0.114, 0.112, 0.108, 0.098, 0.136, 0.110, 0.107, 0.111, 0.114, 0.113, 0.116], "gap_ev": 7.1, "e_tot_ha": -1438.18003, "largest_force_ev_per_a": 2.96, "smiles": "O=C1C(c2ccccc2)=CC(=Cc2ccccc2)C=C1c1ccccc1.C1CN=C2NCCN2C1"}

{"formula": "C6H12O", "method": "ωB97M-V/def2-TZVPD", "symbols": ["C", "C", "C", "C", "O", "C", "C", "H", "H", "H", "H", "H", "H", "H", "H", "H", "H", "H", "H"], "xyz": [[-1.927, -1.089, -0.590], [-0.768, -0.142, -0.281], [-1.216, 1.167, 0.397], [0.318, -0.846, 0.506], [1.311, -1.536, -0.249], [1.715, -0.399, 0.510], [2.210, 0.819, -0.229], [-2.718, -0.563, -1.138], [-1.574, -1.920, -1.209], [-2.372, -1.503, 0.324], [-0.317, 0.115, -1.245], [-0.682, 1.370, 1.331], [-2.288, 1.187, 0.617], [-1.003, 1.989, -0.285], [-0.033, -1.391, 1.390], [2.315, -0.667, 1.383], [1.580, 1.064, -1.088], [3.231, 0.662, -0.591], [2.221, 1.683, 0.447]], "atomic_forces_ev_per_a": [[0.0, -0.1, 0.0], [0.1, 0.0, -0.1], [0.0, 0.0, 0.0], [-0.2, 0.1, 0.1], [0.0, -0.2, -0.1], [0.1, 0.2, 0.1], [0.0, 0.0, 0.0], [0.1, -0.1, 0.1], [-0.1, 0.0, 0.1], [0.1, 0.1, -0.1], [0.0, 0.0, 0.1], [0.0, -0.1, -0.1], [0.1, -0.1, 0.0], [-0.1, 0.2, 0.1], [0.1, 0.1, -0.2], [-0.1, 0.0, -0.1], [0.1, -0.1, 0.1], [-0.1, 0.0, 0.1], [0.0, -0.1, -0.1]], "lowdin_charge": [-0.072, -0.387, -0.055, -0.265, -0.008, -0.305, -0.035, 0.079, 0.083, 0.082, 0.125, 0.079, 0.073, 0.074, 0.153, 0.139, 0.075, 0.081, 0.084], "relative_energy_kcal_mol": 28.98, "gap_ev": 11.2, "e_tot_ha": -311.01309, "largest_force_ev_per_a": 0.29, "smiles": "CC(C)[C@H]1O[C@H]1C"}

{"formula": "C23H28N6O3S", "method": "ωB97M-V/def2-TZVPD", "symbols": ["C", "C", "C", "C", "N", "C", "S", "C", "C", "O", "N", "C", "C", "N", "C", "C", "C", "C", "C", "C", "C", "C", "C", "C", "O", "N", "C", "C", "O", "N", "C", "C", "N", "H", "H", "H", "H", "H", "H", "H", "H", "H", "H", "H", "H", "H", "H", "H", "H", "H", "H", "H", "H", "H", "H", "H", "H", "H", "H", "H", "H"], "xyz": [[-1.355, -1.120, 5.464], [-0.371, -1.135, 4.303], [-1.069, -1.524, 2.996], [-0.108, -1.589, 1.858], [0.690, -0.546, 1.670], [1.561, -0.594, 0.675], [2.633, 0.734, 0.412], [2.172, 1.826, 1.810], [0.694, 2.011, 2.117], [0.304, 1.884, 3.263], [-0.125, 2.407, 1.122], [0.215, 2.730, -0.244], [-0.526, 1.767, -1.187], [-1.955, 1.803, -0.975], [-2.749, 2.725, -1.655], [-4.143, 2.624, -1.576], [-4.963, 3.484, -2.276], [-4.424, 4.468, -3.090], [-3.049, 4.567, -3.194], [-2.220, 3.715, -2.488], [-2.260, 1.477, 0.403], [-1.554, 2.451, 1.359], [1.623, -1.707, -0.182], [2.546, -1.764, -1.289], [3.307, -0.856, -1.569], [2.487, -2.942, -2.013], [3.383, -3.109, -3.144], [1.634, -4.000, -1.755], [1.642, -5.000, -2.432], [0.764, -3.864, -0.686], [-0.130, -4.977, -0.426], [0.739, -2.754, 0.102], [-0.118, -2.691, 1.119], [-2.142, -0.391, 5.285], [-1.814, -2.098, 5.598], [-0.845, -0.851, 6.385], [0.429, -1.850, 4.509], [0.070, -0.147, 4.180], [-1.563, -2.492, 3.085], [-1.823, -0.766, 2.771], [2.631, 1.420, 2.711], [2.636, 2.785, 1.574], [1.287, 2.671, -0.413], [-0.119, 3.757, -0.442], [-0.293, 1.984, -2.229], [-0.191, 0.745, -0.976], [-4.594, 1.848, -0.977], [-6.035, 3.379, -2.193], [-5.067, 5.140, -3.637], [-2.608, 5.325, -3.826], [-1.154, 3.839, -2.593], [-3.332, 1.513, 0.579], [-1.904, 0.459, 0.599], [-1.729, 2.178, 2.400], [-1.923, 3.468, 1.181], [3.989, -2.209, -3.217], [4.015, -3.983, -2.988], [2.805, -3.255, -4.056], [-0.695, -4.742, 0.471], [-0.798, -5.117, -1.275], [0.453, -5.887, -0.290]], "atomic_forces_ev_per_a": [[0.2, 0.0, -0.1], [-0.2, 0.0, 0.0], [0.2, 0.0, 0.3], [0.0, -0.3, -0.3], [0.2, 0.2, 0.1], [-0.1, -0.5, -0.2], [0.3, 0.7, 0.3], [0.1, -0.6, -0.1], [0.3, 0.4, 0.2], [0.0, 0.1, 0.3], [-0.3, 0.1, -0.2], [0.1, 0.0, -0.4], [0.3, 0.2, 0.0], [0.1, -0.3, -0.1], [-0.1, 0.1, -0.2], [0.0, 0.0, 0.1], [0.0, 0.0, 0.0], [0.0, 0.1, -0.1], [-0.1, 0.1, -0.1], [0.2, -0.1, 0.1], [-0.1, 0.2, 0.3], [-0.3, -0.3, 0.2], [-0.2, 0.1, 0.4], [-0.1, -0.1, 0.1], [0.0, -0.2, -0.2], [0.2, 0.0, -0.2], [0.2, 0.0, -0.3], [-0.1, 0.0, 0.1], [0.0, -0.2, -0.1], [0.0, -0.1, 0.0], [-0.2, -0.4, 0.0], [0.3, 0.8, 0.2], [-0.1, -0.4, -0.2], [-0.1, 0.1, 0.0], [-0.1, -0.1, 0.1], [0.0, 0.0, 0.1], [0.1, 0.0, 0.0], [0.1, -0.1, 0.0], [0.0, 0.1, 0.0], [-0.1, 0.0, 0.0], [-0.1, 0.2, 0.0], [0.0, 0.0, 0.0], [-0.1, 0.1, 0.0], [0.1, -0.1, 0.0], [0.0, 0.0, 0.0], [0.0, 0.1, 0.0], [0.0, -0.1, 0.0], [-0.1, 0.0, 0.0], [-0.1, 0.1, -0.1], [0.0, 0.1, 0.0], [0.1, 0.0, 0.0], [0.0, -0.1, 0.0], [-0.1, 0.0, 0.0], [0.0, 0.1, -0.1], [0.0, 0.0, 0.0], [-0.1, -0.1, 0.0], [0.0, 0.0, 0.0], [0.1, 0.0, 0.0], [0.0, -0.1, -0.1], [0.0, 0.0, 0.1], [-0.1, 0.0, 0.0]], "lowdin_charge": [-0.107, -0.250, -0.130, -0.316, 0.143, -0.482, 1.082, -0.313, -0.534, 0.029, -0.051, -0.135, -0.135, -0.097, -0.228, -0.031, -0.092, -0.109, -0.092, -0.035, -0.127, -0.095, -0.061, -0.396, 0.013, 0.034, 0.004, -0.438, 0.108, 0.021, -0.003, -0.193, 0.196, 0.072, 0.070, 0.070, 0.114, 0.080, 0.117, 0.117, 0.090, 0.089, 0.079, 0.128, 0.123, 0.115, 0.103, 0.102, 0.097, 0.102, 0.096, 0.110, 0.116, 0.122, 0.137, 0.090, 0.102, 0.102, 0.079, 0.101, 0.100], "relative_energy_kcal_mol": 0.00, "gap_ev": 7.8, "e_tot_ha": -1845.78978, "largest_force_ev_per_a": 0.91, "smiles": "CCCc1nc(SCC(=O)N2CCN(c3ccccc3)CC2)c2c(=O)n(C)c(=O)n(C)c2n1"}

no.,highest occupied orbital energy (eV)
1,-8.43
2,-7.40
3,-2.87
4,-7.87
5,-10.04
6,-7.75